Molecular formula: C2HNOS
Method: DFT, the ωB97M-V functional and the def2-TZVPD basis

```
! wB97M-V def2-TZVPD RIJCOSX def2/J DEFGRID3
* xyz 0 1
C -0.29769 -1.56321 0.72822
C -2.78603 0.31481 -0.30121
N 0.09049 -0.44041 0.56151
O -3.54335 -0.43733 0.07727
S -0.41558 -3.00501 1.25736
H 0.30639 0.39173 0.08819
*
```

Output
Molar mass, g/mol: 87.10
ΔE to the lowest compared entry with this formula, charge and spin, kJ/mol: 53.69
HOMO level, Eh: -0.3526
Frontier orbital gap, Ha: 0.3821

=====

Molecular formula: CH2O4Pr
Method: DFT, the ωB97M-V functional and the def2-TZVPD basis

```
! wB97M-V def2-TZVPD RIJCOSX def2/J DEFGRID3
* xyz 1 3
O -0.18322 0.75879 -1.46784
C 0.09438 1.54243 -0.47449
O 1.17216 2.14583 -0.43398
O -0.54158 1.30604 0.67600
Pr -0.29580 -1.55923 -1.47307
H -0.26975 0.37915 1.14674
O 0.04359 -1.91754 0.71204
H -0.01977 -2.65548 1.31461
*
```

Output
Molar mass, g/mol: 218.93
HOMO level (spin up / spin down), Eh: -0.4805 / -0.4817
Frontier orbital gap (spin up / spin down), Ha: 0.2085 / 0.2440

=====

Molecular formula: C5H18N2O4
Method: DFT, the ωB97M-V functional and the def2-TZVPD basis

```
! wB97M-V def2-TZVPD RIJCOSX def2/J DEFGRID3
* xyz 0 1
C -2.33019 -1.57367 1.31643
C -1.91580 -0.81604 0.09240
C -1.40850 0.62359 0.29969
C 0.16936 0.55078 0.10104
N 0.51712 1.36596 -1.04374
C 1.73202 1.37236 -1.71234
N 2.86686 0.79006 -1.08412
O 1.92476 1.73518 -2.84801
H -1.50864 -1.94450 1.91249
H -2.83268 -1.08643 2.02006
H -2.89124 -2.55564 1.06216
H -2.86585 -0.76625 -0.61894
H -1.26115 -1.50067 -0.55881
H -1.63142 0.92631 1.34532
H -1.90451 1.37176 -0.27204
H 0.42094 -0.53948 -0.09827
H 0.69532 0.82113 1.03829
H -0.20366 1.75382 -1.61467
H 3.75441 1.00456 -1.41668
H 2.85113 0.19183 -0.32043
O 0.57758 -3.23673 -1.70382
H 0.17877 -2.28509 -1.96639
H -0.19202 -3.80360 -1.38338
O 0.40839 3.82706 0.45984
H 0.64663 3.30612 -0.32897
H -0.20523 4.38523 0.12126
O 1.40263 -1.43813 2.11201
H 1.29058 -0.50212 2.22630
H 1.71437 -1.97741 2.86331
*
```

Output
Molar mass, g/mol: 170.21
SMILES string: CCCCNC(N)=O.O.O.O
ΔE to the lowest compared entry with this formula, charge and spin, kJ/mol: 230.10
HOMO level, Eh: -0.3601
Frontier orbital gap, Ha: 0.3774

=====

DFT total energy: -16461.977; -23320.376; -16646.062 (eV)